Record 1
A 16-piece molecular cluster, C52H138N10O22 overall at a distorted geometry, computed with ωB97M-V/def2-TZVPD.

Element x y z (Å)
C: 5.225 -3.609 2.595
C: 5.303 -2.236 3.229
C: 4.341 -1.224 2.652
O: 3.026 -1.716 2.799
C: 2.203 -1.163 1.779
N: 5.111 -2.384 4.728
H: 5.422 -1.561 5.251
H: 4.153 -2.701 4.951
H: 5.659 -3.183 5.097
H: 6.027 -4.255 2.957
H: 5.452 -3.465 1.536
H: 4.240 -4.061 2.671
H: 6.285 -1.756 3.152
H: 4.630 -0.920 1.643
H: 4.361 -0.236 3.167
H: 2.614 -1.236 0.771
H: 1.882 -0.107 1.904
H: 1.266 -1.721 1.901
C: -3.660 1.717 -5.695
C: -2.365 2.421 -5.373
C: -2.425 3.927 -5.343
O: -1.187 4.522 -5.111
C: -0.309 4.387 -6.201
N: -1.750 1.896 -4.141
H: -2.434 1.625 -3.429
H: -1.235 1.013 -4.388
H: -0.906 2.378 -3.769
H: -3.927 1.927 -6.729
H: -4.468 2.025 -5.017
H: -3.647 0.631 -5.595
H: -1.696 2.056 -6.159
H: -3.117 4.169 -4.526
H: -2.826 4.349 -6.269
H: -0.645 4.802 -7.152
H: -0.108 3.319 -6.356
H: 0.634 4.822 -5.885
C: 1.839 -4.834 -3.737
C: 3.061 -5.487 -3.188
C: 4.311 -5.060 -3.918
O: 5.448 -5.465 -3.237
C: 6.613 -5.372 -3.996
N: 3.241 -5.108 -1.784
H: 3.546 -4.120 -1.745
H: 2.390 -5.163 -1.159
H: 3.932 -5.710 -1.331
H: 1.793 -4.870 -4.827
H: 1.746 -3.778 -3.480
H: 0.984 -5.361 -3.316
H: 3.048 -6.575 -3.227
H: 4.306 -3.957 -4.020
H: 4.281 -5.400 -4.963
H: 6.606 -6.079 -4.834
H: 7.457 -5.669 -3.376
H: 6.822 -4.362 -4.366
C: -4.692 -1.954 2.769
C: -6.052 -1.801 2.140
C: -7.197 -1.853 3.107
O: -8.350 -1.427 2.438
C: -9.501 -1.547 3.251
N: -6.066 -0.574 1.287
H: -5.917 0.240 1.894
H: -5.255 -0.657 0.636
H: -6.977 -0.379 0.858
H: -4.587 -1.161 3.516
H: -3.857 -2.025 2.068
H: -4.633 -2.925 3.261
H: -6.252 -2.612 1.438
H: -7.059 -1.215 3.997
H: -7.243 -2.878 3.491
H: -10.152 -0.680 3.163
H: -9.293 -1.614 4.325
H: -10.035 -2.457 2.978
C: 0.941 -0.642 -1.705
C: 0.107 -0.579 -0.484
C: -0.287 0.814 -0.204
O: -0.587 0.710 1.164
C: -0.747 1.942 1.772
N: -1.085 -1.450 -0.521
H: -1.571 -1.359 0.385
H: -1.740 -1.257 -1.302
H: -0.841 -2.451 -0.665
H: 0.989 -1.636 -2.152
H: 1.945 -0.225 -1.642
H: 0.539 -0.057 -2.552
H: 0.599 -0.881 0.440
H: -1.081 1.333 -0.763
H: 0.612 1.418 -0.413
H: -1.276 1.803 2.718
H: -1.372 2.567 1.116
H: 0.199 2.461 1.963
C: -0.841 -0.270 4.936
C: 0.557 -0.713 5.337
C: 1.607 0.354 5.038
O: 1.298 1.645 5.581
C: 2.432 2.245 6.210
N: 0.562 -1.028 6.808
H: -0.175 -1.699 7.076
H: 1.451 -1.380 7.181
H: 0.356 -0.172 7.348
H: -0.915 -0.350 3.845
H: -0.964 0.772 5.215
H: -1.530 -1.041 5.286
H: 0.886 -1.613 4.811
H: 1.728 0.515 3.964
H: 2.575 -0.029 5.395
H: 2.578 1.793 7.195
H: 2.213 3.309 6.284
H: 3.357 2.181 5.630
C: -0.952 4.076 5.434
C: -2.270 4.606 5.967
C: -2.314 4.912 7.434
O: -1.746 6.151 7.633
C: -1.675 6.501 9.031
N: -2.698 5.823 5.157
H: -2.092 6.650 5.295
H: -2.502 5.667 4.151
H: -3.708 6.007 5.198
H: -0.677 3.166 5.968
H: -0.195 4.803 5.743
H: -0.900 3.793 4.383
H: -3.074 3.921 5.688
H: -1.747 4.111 7.936
H: -3.318 4.834 7.869
H: -1.037 5.774 9.535
H: -2.657 6.543 9.525
H: -1.370 7.543 9.099
C: -1.532 -3.814 -4.024
C: -2.910 -3.814 -4.664
C: -3.978 -4.125 -3.651
O: -5.228 -4.048 -4.274
C: -6.286 -4.856 -3.783
N: -3.124 -2.445 -5.269
H: -2.588 -2.289 -6.123
H: -4.136 -2.300 -5.423
H: -2.901 -1.717 -4.544
H: -0.724 -3.981 -4.729
H: -1.504 -4.645 -3.314
H: -1.355 -2.922 -3.421
H: -2.871 -4.504 -5.506
H: -3.874 -3.395 -2.831
H: -3.796 -5.130 -3.251
H: -7.213 -4.544 -4.236
H: -6.400 -4.710 -2.698
H: -5.935 -5.883 -3.892
C: 2.082 6.929 0.859
C: 2.097 6.736 2.372
C: 1.464 5.453 2.889
O: 2.275 4.314 2.889
C: 2.719 3.899 1.581
N: 3.593 6.808 2.761
H: 3.823 7.806 2.840
H: 3.777 6.362 3.671
H: 4.257 6.389 2.096
H: 2.690 6.228 0.297
H: 2.393 7.954 0.633
H: 1.046 6.895 0.525
H: 1.742 7.633 2.874
H: 0.506 5.265 2.391
H: 1.244 5.558 3.957
H: 1.926 3.867 0.826
H: 3.116 2.882 1.641
H: 3.559 4.506 1.223
C: 3.981 2.533 -2.240
C: 4.018 2.093 -3.683
C: 4.357 0.646 -3.901
O: 4.489 0.402 -5.272
C: 5.093 -0.859 -5.551
N: 2.751 2.594 -4.389
H: 2.404 1.848 -5.041
H: 2.028 2.826 -3.656
H: 3.009 3.421 -4.921
H: 3.088 2.179 -1.718
H: 3.876 3.618 -2.152
H: 4.903 2.236 -1.745
H: 4.835 2.619 -4.189
H: 3.591 -0.054 -3.522
H: 5.279 0.385 -3.372
H: 5.865 -1.072 -4.802
H: 5.496 -0.809 -6.556
H: 4.379 -1.689 -5.476
C: -1.967 -4.178 3.242
C: -1.061 -2.944 3.392
O: -0.425 -2.822 4.488
O: -0.894 -2.187 2.361
H: -1.873 -4.575 2.236
H: -3.002 -3.961 3.535
H: -1.723 -4.912 4.011
C: 1.618 -1.199 -5.676
C: 0.570 -0.125 -5.402
O: 0.862 1.065 -5.717
O: -0.572 -0.503 -4.950
H: 1.629 -1.422 -6.741
H: 1.409 -2.095 -5.091
H: 2.604 -0.867 -5.358
C: -1.062 4.543 -1.677
C: 0.339 3.941 -1.870
O: 1.288 4.563 -1.307
O: 0.468 2.873 -2.561
H: -1.805 4.143 -2.356
H: -0.914 5.605 -1.875
H: -1.288 4.446 -0.611
C: -5.566 -0.780 -2.665
C: -4.205 -1.050 -1.999
O: -3.158 -0.705 -2.627
O: -4.239 -1.289 -0.729
H: -5.509 -0.968 -3.737
H: -5.666 0.301 -2.500
H: -6.437 -1.241 -2.216
C: -1.981 -6.106 -0.508
C: -0.578 -5.511 -0.420
O: 0.331 -6.315 -0.194
O: -0.415 -4.291 -0.700
H: -2.173 -6.604 -1.462
H: -2.773 -5.348 -0.461
H: -2.082 -6.789 0.333
C: 4.928 -0.648 -0.464
C: 4.077 -1.937 -0.605
O: 3.632 -2.586 0.383
O: 3.814 -2.153 -1.850
H: 5.833 -0.853 -1.031
H: 5.180 -0.483 0.594
H: 4.369 0.211 -0.823

Its HOMO energy is -13.3690 eV. For the energy above the lowest of the compared OMol25 structures with the same formula, charge and spin, the calculation gives 2.884 eV. The value obtained for the strongest force on any atom is 2.93 eV/Å. The calculation puts the LUMO energy at -8.119 eV. The calculation puts the calculated total energy at -4265.55847 Ha. The gap between HOMO and LUMO is 5.25 eV. As for the charge: +4.


Record 2
A 13-piece molecular cluster, C52H143N13O13 overall at a distorted geometry, computed with ωB97M-V/def2-TZVPD.

Element x y z (Å)
C: 1.795 -3.573 -3.657
C: 0.415 -3.153 -4.007
C: 0.491 -2.111 -5.113
O: 1.263 -0.958 -4.819
C: 0.672 0.105 -4.103
N: -0.423 -4.320 -4.369
H: 2.410 -3.692 -4.558
H: 1.718 -4.537 -3.106
H: 2.321 -2.854 -3.029
H: -0.059 -2.798 -3.080
H: -0.510 -1.858 -5.515
H: 1.069 -2.532 -5.983
H: -0.104 0.674 -4.722
H: 1.474 0.862 -3.924
H: 0.297 -0.186 -3.113
H: -1.316 -4.064 -4.735
H: 0.046 -4.814 -5.113
C: -0.779 7.216 -0.691
C: -1.578 6.002 -0.186
C: -0.715 4.823 0.001
O: 0.035 4.510 -1.218
C: -0.493 3.479 -2.070
N: -2.269 6.265 1.079
H: 0.153 7.261 -0.141
H: -1.371 8.116 -0.608
H: -0.466 7.120 -1.738
H: -2.317 5.691 -0.934
H: -1.329 4.002 0.472
H: 0.069 4.967 0.801
H: 0.272 3.241 -2.806
H: -1.437 3.831 -2.495
H: -0.582 2.624 -1.438
H: -3.082 6.857 1.009
H: -1.594 6.840 1.658
C: 6.922 0.977 0.869
C: 5.408 0.978 1.155
C: 4.855 -0.392 1.490
O: 5.115 -1.262 0.411
C: 5.403 -2.616 0.793
N: 5.166 1.850 2.329
H: 7.491 0.492 1.683
H: 7.230 1.976 0.676
H: 7.180 0.288 0.062
H: 4.879 1.416 0.287
H: 3.789 -0.266 1.774
H: 5.382 -0.704 2.407
H: 6.132 -3.058 0.092
H: 4.473 -3.162 0.790
H: 5.810 -2.666 1.794
H: 5.709 2.654 2.201
H: 4.211 2.125 2.389
C: -3.639 2.654 4.321
C: -2.117 2.611 4.160
C: -1.472 3.804 4.826
O: -0.021 3.729 4.793
C: 0.598 4.867 4.128
N: -1.604 1.326 4.636
H: -4.024 1.804 3.797
H: -4.023 3.593 4.005
H: -3.866 2.480 5.347
H: -1.770 2.695 3.090
H: -1.719 3.689 5.870
H: -1.827 4.725 4.416
H: 1.328 4.463 3.454
H: 0.955 5.550 4.899
H: -0.091 5.433 3.489
H: -1.894 1.136 5.588
H: -0.613 1.282 4.548
C: -4.465 -3.357 -3.033
C: -3.271 -2.500 -2.811
C: -3.236 -1.420 -3.902
O: -2.811 -1.926 -5.148
C: -2.918 -0.875 -6.117
N: -3.388 -1.913 -1.559
H: -4.599 -4.158 -2.281
H: -4.431 -3.856 -4.016
H: -5.329 -2.644 -3.187
H: -2.346 -3.064 -2.798
H: -2.615 -0.556 -3.592
H: -4.227 -1.011 -3.989
H: -3.976 -0.625 -6.296
H: -2.411 -1.138 -7.044
H: -2.328 0.008 -5.740
H: -3.566 -2.613 -0.798
H: -2.525 -1.462 -1.258
C: 1.333 0.401 7.064
C: 2.219 0.462 5.794
C: 2.511 -0.946 5.259
O: 3.463 -1.505 6.106
C: 3.947 -2.716 5.551
N: 1.473 1.061 4.627
H: 1.833 -0.194 7.837
H: 0.347 -0.002 6.900
H: 1.291 1.457 7.341
H: 3.128 0.970 5.968
H: 2.890 -0.906 4.210
H: 1.601 -1.546 5.275
H: 4.258 -2.613 4.507
H: 3.259 -3.591 5.687
H: 4.890 -2.961 6.036
H: 1.437 2.119 4.676
H: 2.006 0.769 3.790
C: 3.294 -0.017 -1.640
C: 4.470 0.560 -2.379
C: 4.508 0.101 -3.815
O: 5.370 0.802 -4.649
C: 5.561 0.154 -5.887
N: 4.406 2.074 -2.254
H: 3.265 -1.134 -1.834
H: 2.354 0.527 -1.852
H: 3.544 -0.040 -0.565
H: 5.393 0.185 -1.861
H: 3.457 0.227 -4.177
H: 4.740 -0.970 -3.775
H: 6.231 0.714 -6.504
H: 4.643 -0.005 -6.394
H: 6.059 -0.843 -5.706
H: 5.281 2.415 -2.564
H: 3.776 2.384 -2.998
C: -6.354 -1.881 0.223
C: -5.139 -1.688 1.110
C: -5.504 -1.278 2.505
O: -6.298 -0.062 2.449
C: -6.818 0.246 3.668
N: -4.339 -2.844 1.089
H: -6.825 -0.944 -0.173
H: -7.016 -2.529 0.759
H: -6.105 -2.504 -0.617
H: -4.459 -0.950 0.642
H: -4.656 -1.030 3.140
H: -6.070 -2.088 3.015
H: -7.235 1.236 3.611
H: -6.019 0.315 4.401
H: -7.588 -0.454 4.073
H: -4.712 -3.599 1.623
H: -3.423 -2.619 1.453
C: 1.369 -3.708 2.940
C: -0.014 -4.149 3.435
C: -0.288 -3.663 4.800
O: 0.754 -3.911 5.743
C: 0.574 -3.269 6.937
N: -1.128 -3.818 2.495
H: 2.188 -3.992 3.617
H: 1.397 -2.629 2.740
H: 1.456 -4.231 2.009
H: -0.016 -5.248 3.409
H: -1.223 -4.071 5.246
H: -0.320 -2.583 4.610
H: 1.246 -2.485 7.201
H: 0.712 -4.006 7.701
H: -0.456 -2.823 7.145
H: -1.422 -2.887 2.404
H: -0.820 -4.079 1.541
C: -4.195 3.262 0.362
C: -4.773 1.982 -0.154
C: -5.768 2.288 -1.277
O: -6.820 3.099 -0.801
C: -7.993 2.430 -0.357
N: -3.663 1.108 -0.623
H: -4.967 3.875 0.801
H: -3.638 3.770 -0.430
H: -3.467 3.152 1.175
H: -5.399 1.522 0.577
H: -6.196 1.367 -1.705
H: -5.324 2.841 -2.196
H: -7.745 1.677 0.403
H: -8.586 1.950 -1.128
H: -8.569 3.228 0.118
H: -4.085 0.287 -1.042
H: -3.152 1.489 -1.412
C: -3.118 -6.713 -1.413
C: -1.837 -6.225 -0.766
C: -0.734 -7.217 -1.074
O: -0.810 -8.280 -0.093
C: -0.225 -9.444 -0.671
N: -1.311 -4.812 -1.104
H: -3.116 -6.458 -2.492
H: -3.966 -6.268 -0.912
H: -3.141 -7.799 -1.187
H: -1.980 -6.271 0.301
H: 0.332 -6.793 -0.887
H: -0.797 -7.666 -2.066
H: -0.863 -9.991 -1.328
H: 0.061 -10.110 0.218
H: 0.675 -9.235 -1.231
H: -2.023 -4.087 -0.912
H: -1.076 -4.735 -2.098
C: 4.756 3.933 -6.805
C: 5.236 5.248 -6.166
C: 5.468 5.186 -4.683
O: 4.386 4.669 -4.006
C: 3.696 5.363 -2.990
N: 6.592 5.414 -6.738
H: 3.831 3.683 -6.277
H: 5.347 3.053 -6.771
H: 4.414 4.156 -7.857
H: 4.506 6.021 -6.441
H: 5.703 6.163 -4.290
H: 6.328 4.475 -4.507
H: 2.795 5.954 -3.278
H: 4.375 5.992 -2.481
H: 3.376 4.542 -2.237
H: 7.093 6.176 -6.302
H: 6.469 5.731 -7.691
C: 0.112 -0.950 0.123
C: -0.220 -0.347 1.520
C: 0.173 1.122 1.549
O: 1.592 1.059 1.317
C: 2.098 2.325 1.136
N: -1.592 -0.657 1.900
H: 1.106 -0.741 -0.261
H: -0.647 -0.450 -0.522
H: -0.134 -1.989 0.118
H: 0.363 -0.843 2.298
H: -0.068 1.638 2.482
H: -0.187 1.784 0.724
H: 2.125 2.854 2.098
H: 1.509 2.857 0.349
H: 3.102 2.214 0.733
H: -2.276 -0.431 1.170
H: -1.839 0.007 2.722

Its HOMO energy is -8.6455 eV. For the energy above the lowest of the compared OMol25 structures with the same formula, charge and spin, the calculation gives 3.286 eV. The value obtained for the strongest force on any atom is 3.66 eV/Å. The calculation puts the LUMO energy at 0.509 eV. The calculation puts the calculated total energy at -3756.61942 Ha. The gap between HOMO and LUMO is 9.16 eV.


> Look up the gap between HOMO and LUMO of the second one.

9.16 eV


> What is the LUMO energy in the second record?

0.509 eV